Record 1
Below is one molecule with the formula C3H5N3, with properties calculated with ωB97M-V with the def2-TZVPD basis set.

```
11
Properties=species:S:1:pos:R:3:forces:R:3:lowdin_charge:R:1
C 1.591156 -0.233341 0.047404 0.25 0.08 0.22 -0.14
N 0.407834 -0.965921 -0.351161 -0.31 0.22 0.03 0.04
C -0.650479 -0.263776 -0.252214 0.23 -0.20 0.09 -0.46
N -0.661106 1.042513 0.192217 -0.16 -0.02 0.15 0.12
C -1.936602 -0.857782 -0.595753 -1.04 -0.47 -0.25 -0.13
N -2.975500 -1.319456 -0.816136 1.19 0.58 0.22 0.16
H 2.453352 -0.896839 0.084456 -0.08 0.09 -0.09 0.08
H 1.771842 0.602616 -0.644515 0.11 -0.19 0.05 0.09
H 1.476747 0.231942 1.050467 0.28 -0.39 -0.21 0.08
H 0.075825 1.203942 0.874482 -0.47 0.38 -0.27 0.07
H -1.553070 1.456104 0.410753 0.00 -0.07 0.06 0.10
```
Forces are in eV/Å.

Values from the calculation:
- E (eV) = -7661.4306
- net charge = 0
- gap between HOMO and LUMO (eV) = 10.8
- highest occupied orbital energy (eV) = -10.1
- F_max (eV/A) = 1.35
- energy relative to the best compared isomer or geometry (same formula, charge and spin) (kcal/mol) = 23.6

Record 2
Below is one molecule with the formula C3H6N2O2, with properties calculated with ωB97M-V with the def2-TZVPD basis set.

```
13
Properties=species:S:1:pos:R:3:forces:R:3:lowdin_charge:R:1
C 1.618082 -0.191979 0.294441 0.36 1.01 -0.20 -0.01
C 0.617267 -0.752499 -0.672369 -1.94 -2.80 0.54 -0.45
O 0.917061 -1.483534 -1.596039 -0.34 1.20 0.43 0.07
N -0.807085 -0.763680 -0.257262 3.13 -2.37 0.95 -0.01
N -1.323167 0.111735 0.716519 0.74 -0.71 -4.15 0.02
C -1.360601 1.169093 -0.195148 0.86 5.32 1.45 -0.30
O -0.518100 1.593160 -1.016756 -2.36 -1.95 1.83 0.02
H 1.587576 0.898383 0.308826 -0.26 -0.02 0.20 0.08
H 1.471421 -0.575231 1.306537 -0.14 -0.01 -0.14 0.08
H 2.631306 -0.427283 -0.039868 -0.31 -0.31 -0.07 0.09
H -1.434442 -1.450318 -0.666742 0.34 0.31 0.08 0.15
H -1.218157 0.029943 1.718893 0.22 0.14 -0.26 0.14
H -2.181162 1.842209 0.098968 -0.30 0.18 -0.66 0.12
```
Forces are in eV/Å.

Values from the calculation:
- E (eV) = -10280.9155
- net charge = 0
- gap between HOMO and LUMO (eV) = 10.4
- highest occupied orbital energy (eV) = -9.8
- F_max (eV/A) = 5.58
- energy relative to the best compared isomer or geometry (same formula, charge and spin) (kcal/mol) = 89.5

Record 3
Below is C32H34IrN3O3 as an isolated structure, with properties calculated with ωB97M-V with the def2-TZVPD basis set.

```
73
Properties=species:S:1:pos:R:3:forces:R:3:lowdin_charge:R:1
Ir -0.472482 -1.681877 -0.802793 0.50 -0.35 5.30 1.37
O 3.998618 -2.417177 -1.460693 -0.30 0.04 -0.67 0.09
C 4.339018 -2.486077 -0.177793 -0.10 -0.04 0.95 -0.26
C 5.689918 -2.351677 0.162107 -0.22 0.01 -0.24 0.00
C 6.084818 -2.399377 1.477607 -0.23 -0.07 -0.02 -0.06
C 5.153418 -2.631777 2.492207 0.00 0.01 0.05 -0.08
C 3.822318 -2.769777 2.181107 0.14 0.00 -0.04 -0.03
C 3.384318 -2.671777 0.853807 0.49 -0.04 -0.57 -0.09
C 1.966718 -2.682977 0.541307 -1.07 -0.49 1.23 -0.40
O 1.554018 -2.512877 -0.668993 -1.27 1.41 -1.67 -0.18
N 1.105818 -2.877877 1.529407 1.41 0.33 0.72 0.07
N -0.162782 -2.649777 1.270607 -0.60 0.83 -3.97 -0.06
C -1.086782 -3.089377 2.079307 -0.91 0.32 -0.01 -0.02
C -2.484082 -2.874377 1.959907 -0.07 0.35 -0.89 -0.14
C -3.311582 -3.340077 2.998607 -0.54 -0.11 0.24 -0.04
C -4.677282 -3.232077 2.945507 0.33 -0.14 0.19 -0.07
C -5.289282 -2.665777 1.817407 0.27 0.02 -0.11 -0.05
C -4.533282 -2.189977 0.785707 0.36 0.30 -0.12 0.00
C -3.110182 -2.236677 0.821407 0.01 -0.58 1.68 -0.35
O -2.464282 -1.698177 -0.135493 1.02 0.69 -2.91 -0.20
H 3.017718 -2.484577 -1.524293 0.48 0.06 0.02 0.08
H 6.395918 -2.202577 -0.639593 0.09 0.04 -0.06 0.12
H 7.123918 -2.254977 1.723907 0.16 -0.04 0.04 0.11
H 5.481818 -2.694177 3.516207 0.01 -0.01 0.14 0.10
H 3.087618 -2.950477 2.948307 -0.06 0.05 0.11 0.11
H -0.765382 -3.697577 2.925707 0.29 0.26 -0.14 0.15
H -2.840882 -3.776177 3.866007 0.04 -0.14 0.12 0.12
H -5.291782 -3.589977 3.754607 0.01 -0.06 0.15 0.11
H -6.364382 -2.601277 1.764807 -0.13 -0.01 -0.02 0.12
H -4.985682 -1.731277 -0.080193 -0.02 0.03 -0.09 0.12
C -0.410582 -1.258277 -5.458093 0.01 -0.08 -0.02 -0.02
C -0.360682 -0.067177 -4.556693 -0.08 -0.42 0.15 -0.24
C -0.357182 1.228823 -5.080293 0.04 0.01 0.36 0.05
C -0.314282 2.344723 -4.245193 0.02 -0.04 0.07 -0.23
C -0.282982 3.716923 -4.836593 -0.02 0.10 0.04 -0.03
C -0.296082 2.181123 -2.873793 -0.01 0.20 0.07 0.05
C -0.300482 0.890123 -2.290493 0.01 -0.20 -0.52 -0.24
C -0.315782 -0.212077 -3.191593 -0.22 0.37 0.30 0.00
N -0.301382 0.572923 -0.994493 0.07 -2.68 -0.41 0.09
C -0.316882 1.452923 0.128207 -0.09 0.43 1.06 -0.44
C 0.941018 2.349723 0.183707 0.03 -0.15 -0.12 -0.06
C 0.902418 3.203923 1.449207 0.20 0.21 0.11 -0.28
C 0.907718 2.307023 2.684607 -0.02 -0.05 -0.03 -0.11
C -0.331082 1.416723 2.656807 0.05 -0.03 0.17 -0.28
C -1.585882 2.285223 2.671907 0.05 -0.09 -0.03 -0.11
C -1.588882 3.176023 1.432707 -0.22 0.25 0.14 -0.28
C -0.353482 4.073723 1.444507 0.02 -0.10 -0.03 -0.11
C -1.598182 2.317823 0.170107 0.03 -0.16 -0.10 -0.06
C -0.315582 0.572523 1.387907 0.01 0.14 0.17 -0.11
H -0.461982 -0.949477 -6.497693 0.00 -0.05 -0.07 0.09
H -1.284382 -1.866777 -5.232593 -0.04 -0.08 -0.04 0.09
H 0.477218 -1.873177 -5.321793 0.03 -0.08 -0.05 0.10
H -0.383882 1.369323 -6.151593 0.01 -0.03 -0.07 0.13
H -0.267382 3.669923 -5.920393 0.01 0.07 -0.09 0.08
H 0.600718 4.251523 -4.496493 0.07 0.10 -0.03 0.09
H -1.156082 4.286523 -4.527293 -0.08 0.09 0.00 0.09
H -0.281082 3.066023 -2.262193 0.01 0.04 0.13 0.11
H -0.292982 -1.234377 -2.762093 0.05 -0.40 -0.27 0.06
H 1.002718 2.993023 -0.692493 0.03 0.01 -0.04 0.11
H 1.822218 1.704123 0.187407 0.07 0.00 -0.05 0.14
H 1.789518 3.846223 1.463907 -0.05 -0.08 -0.06 0.15
H 0.904118 2.914823 3.590107 0.06 0.04 0.05 0.13
H 1.809618 1.691623 2.695107 0.08 -0.01 0.05 0.13
H -0.328682 0.751123 3.526607 0.00 0.02 -0.09 0.15
H -1.596482 2.896023 3.575407 -0.07 0.04 0.04 0.13
H -2.476182 1.654423 2.680407 -0.10 -0.03 0.05 0.12
H -2.488982 3.799123 1.438307 0.03 -0.06 -0.06 0.15
H -0.365782 4.712523 2.328207 -0.01 0.05 0.03 0.13
H -0.354782 4.723623 0.568407 0.00 0.11 -0.07 0.12
H -1.672082 2.951723 -0.712193 -0.01 0.03 -0.05 0.11
H -2.459782 1.647023 0.173107 -0.08 -0.02 -0.05 0.13
H -1.204382 -0.061777 1.367607 0.03 -0.07 -0.02 0.10
H 0.581218 -0.053277 1.374107 -0.02 -0.07 0.00 0.11
```
Forces are in eV/Å.

Values from the calculation:
- <S²> = 0.852
- E (eV) = -47178.6473
- spin multiplicity = 2
- net charge = +1
- gap between HOMO and LUMO (spin up / spin down) (eV) = 4.8 / 5.0
- highest occupied orbital energy (spin up / spin down) (eV) = -10.4 / -10.4
- F_max (eV/A) = 5.33

Record 4
Below is an isolated ion of composition C3H8IN2S and charge +1, with properties calculated with ωB97M-V with the def2-TZVPD basis set.

```
15
Properties=species:S:1:pos:R:3:forces:R:3:lowdin_charge:R:1
C 0.403465 1.076427 -0.226576 -0.40 0.75 0.05 -0.20
C -1.076695 0.289811 -2.006699 0.43 1.93 -0.39 -0.01
C 0.228658 -1.285927 3.579089 0.69 -2.04 0.39 -0.54
N 1.395339 0.780912 0.630577 -1.54 -2.66 -3.51 -0.35
N 0.078433 0.249048 -1.163777 1.79 -0.49 1.46 -0.03
S 2.049763 -0.783784 0.524399 1.06 -0.08 0.23 0.56
I -0.076649 -2.179641 1.856790 -0.05 0.00 -0.08 1.09
H -0.157175 1.992063 -0.163546 0.08 0.44 0.42 0.16
H -1.539351 -0.661269 -2.018040 -0.97 -0.59 0.22 0.09
H -0.829496 0.581319 -3.007419 0.59 -0.35 -0.79 0.09
H -1.624775 1.187477 -1.705374 -0.77 -0.74 0.36 0.11
H -0.247681 -0.402135 3.784159 -1.07 1.99 0.27 -0.06
H 0.636994 -1.869369 4.394225 0.20 0.05 -0.25 -0.01
H 1.591715 1.331962 1.365858 0.79 2.43 2.93 0.05
H 0.768298 -0.522809 -0.995603 -0.82 -0.63 -1.32 0.02
```
Forces are in eV/Å.

Values from the calculation:
- E (eV) = -25146.7313
- net charge = +1
- gap between HOMO and LUMO (spin up / spin down) (eV) = 6.7 / 7.7
- highest occupied orbital energy (spin up / spin down) (eV) = -12.4 / -12.3
- F_max (eV/A) = 4.67
- energy relative to the best compared isomer or geometry (same formula, charge and spin) (kcal/mol) = 92.1